# 1
Entry from the OMol25 dataset: a cluster of 5 separate species, C4H19NO4 in total (ωB97M-V/def2-TZVPD).

Element x y z (Å)
1 C -0.1722 -0.0336 -2.4029
2 C 0.1600 0.8690 -1.2176
3 C 1.5605 1.4862 -1.5058
4 C -0.7548 2.0754 -1.0130
5 N -2.0782 1.8434 -0.3768
6 H 0.3248 0.2693 -3.3285
7 H -1.1958 0.1185 -2.7729
8 H 0.0023 -1.0692 -2.1373
9 H 0.2798 0.3588 -0.2620
10 H 2.0055 2.1957 -0.8093
11 H 2.3103 0.7010 -1.3496
12 H 1.5708 1.8363 -2.5329
13 H -1.0593 2.4451 -1.9977
14 H -0.3351 2.8336 -0.3902
15 H -1.9093 1.4809 0.5572
16 H -2.6062 1.1234 -0.8458
17 O 1.0793 -0.1487 2.4256
18 H 1.4320 -0.2870 1.5349
19 H 0.1727 0.1561 2.3838
20 O -2.0051 -0.6974 2.2732
21 H -2.1572 -1.6368 2.3703
22 H -2.7489 -0.2412 2.6780
23 O 2.0353 -1.4903 -0.4149
24 H 1.8971 -1.2930 -1.3464
25 H 1.4154 -2.2044 -0.2144
26 O 0.2371 -2.8571 1.3617
27 H 0.5256 -2.1218 1.9133
28 H -0.6339 -2.6065 1.0449

The calculation puts the energy relative to the best compared isomer or geometry (same formula, charge and spin) at 0.262 eV. The molar mass is 145.20 g mol⁻¹. Its SMILES is CC(C)CN.O.O.O.O. The calculation puts the gap between HOMO and LUMO at 9.396 eV. The calculated total energy comes out at -14136.083 eV.

For reference, the Mulliken charges in units of e are:
1. C -1.4534
2. C 1.6703
3. C -1.5394
4. C -1.1667
5. N -0.6446
6. H 0.3065
7. H 0.4059
8. H 0.3820
9. H -0.4369
10. H 0.3913
11. H 0.3421
12. H 0.4197
13. H 0.4235
14. H 0.4386
15. H 0.2279
16. H 0.2694
17. O -0.7136
18. H 0.3112
19. H 0.3139
20. O -0.5592
21. H 0.2671
22. H 0.2861
23. O -0.6198
24. H 0.3081
25. H 0.3432
26. O -0.6633
27. H 0.4024
28. H 0.2878

# 2
Entry from the OMol25 dataset: a cluster of 6 separate species, C4H20N2O6 in total (ωB97M-V/def2-TZVPD).

Element x y z (Å)
1 C 0.9731 1.7095 1.4396
2 N 0.4463 0.3784 1.1768
3 C 0.6673 0.0714 -0.2457
4 C -0.2156 -1.0602 -0.8185
5 C 2.2356 -0.4038 -0.4108
6 N 2.8237 -0.1316 -1.6564
7 O 2.8110 -0.8609 0.5018
8 H 0.4328 1.9535 2.4700
9 H 2.0301 1.8295 1.3365
10 H 0.5793 2.4188 0.7100
11 H 0.5475 -0.4580 1.7569
12 H 0.5600 1.0365 -0.8725
13 H -1.2189 -1.1905 -0.3704
14 H 0.3285 -1.9643 -0.8321
15 H -0.2812 -0.7520 -1.9908
16 H 3.7664 -0.3666 -2.0626
17 H 2.1041 -0.0521 -2.3800
18 O 0.1453 -2.2830 2.3548
19 H 1.0116 -2.1816 1.9596
20 H -0.0182 -3.2540 2.4034
21 O -2.8259 2.0904 -0.9065
22 H -2.6394 1.6780 0.0012
23 H -2.8571 1.3885 -1.5615
24 O -2.4052 0.9305 1.5172
25 H -1.3668 1.0484 1.2272
26 H -2.3175 1.4108 2.4460
27 O 0.5642 0.6148 -3.6524
28 H 0.7142 1.5919 -3.8187
29 H -0.1829 0.7627 -3.0372
30 O -2.3821 -2.1766 0.8370
31 H -1.4197 -2.3632 1.1201
32 H -2.6104 -1.4153 1.3582

The calculation puts the energy relative to the best compared isomer or geometry (same formula, charge and spin) at 3.360 eV. The molar mass is 192.21 g mol⁻¹. Its SMILES is CN[C@H](C)C(N)=O.O.O.O.O.O. The calculation puts the gap between HOMO and LUMO at 9.569 eV. The calculated total energy comes out at -19736.399 eV.

For reference, the Mulliken charges in units of e are:
1. C -0.8375
2. N 0.0089
3. C 0.3755
4. C -1.4777
5. C 0.0935
6. N -0.4002
7. O -0.5240
8. H 0.2641
9. H 0.3571
10. H 0.3176
11. H 0.1491
12. H 0.3375
13. H 0.5232
14. H 0.3558
15. H 0.1731
16. H 0.2609
17. H 0.2496
18. O -0.7261
19. H 0.2933
20. H 0.3410
21. O -0.7100
22. H 0.3708
23. H 0.2959
24. O -0.7703
25. H 0.3682
26. H 0.3196
27. O -0.6308
28. H 0.3474
29. H 0.3191
30. O -0.7062
31. H 0.3174
32. H 0.3440

# 3
Entry from the OMol25 dataset: a cluster of 5 separate species, C4H20N3O4 in total (ωB97M-V/def2-TZVPD).

Element x y z (Å)
1 C 1.4748 1.8386 -1.2726
2 C 0.6187 2.1012 -0.0223
3 C 0.4703 0.9286 0.9172
4 C -0.6573 0.7317 1.5994
5 N -1.0607 -0.3490 2.3424
6 N 1.6681 0.0824 0.8970
7 N 1.2015 0.5238 -1.8324
8 H 2.5305 1.9649 -1.0148
9 H 1.3168 2.7006 -1.9292
10 H -0.3055 2.5730 -0.3297
11 H 1.1068 2.9144 0.5394
12 H -1.3983 1.4843 1.4041
13 H -0.3708 -0.8884 2.8488
14 H -1.8890 -0.2494 2.8958
15 H 2.4570 0.6565 1.1553
16 H 1.7722 -0.2892 -0.0679
17 H 1.6302 -0.6703 1.5826
18 H 0.2491 0.5075 -2.1855
19 H 1.8102 0.3562 -2.6251
20 H -3.1170 -1.8516 -0.0245
21 H -2.5705 -1.9082 -1.5502
22 O -3.0594 -1.4262 -0.8802
23 H -0.0767 -2.4587 -1.4817
24 H -0.4991 -1.4388 -0.4828
25 O -0.3383 -2.3915 -0.5505
26 H 2.7259 -2.8697 1.0384
27 H 1.2554 -3.2145 0.3609
28 O 1.8538 -2.5755 0.7598
29 H -3.3408 1.7326 -0.5791
30 H -2.8989 0.2797 -0.7331
31 O -2.5591 1.2049 -0.7794

The calculation puts the energy relative to the best compared isomer or geometry (same formula, charge and spin) at 1.680 eV. The molar mass is 174.22 g mol⁻¹. The calculation puts the gap between HOMO and LUMO at 9.249 eV. The calculated total energy comes out at -17126.633 eV. The charge is +1.

For reference, the Mulliken charges in units of e are:
1. C -0.9146
2. C -0.9389
3. C 0.1670
4. C -0.3478
5. N -0.4265
6. N -0.0097
7. N -0.5072
8. H 0.3887
9. H 0.4080
10. H 0.3908
11. H 0.3832
12. H 0.3449
13. H 0.1665
14. H 0.2549
15. H 0.3696
16. H 0.4888
17. H 0.3667
18. H 0.2276
19. H 0.2118
20. H 0.3140
21. H 0.2832
22. O -0.6671
23. H 0.3577
24. H 0.2514
25. O -0.6459
26. H 0.2646
27. H 0.3111
28. O -0.5607
29. H 0.3126
30. H 0.3448
31. O -0.5892

# 4
Entry from the OMol25 dataset: a cluster of 6 separate species, C4H20N8O6 in total (ωB97M-V/def2-TZVPD).

Element x y z (Å)
1 N 1.1443 3.3428 3.5403
2 C 0.9004 2.8461 2.3489
3 N 0.6642 1.6075 2.4641
4 O 1.0789 3.4613 1.3309
5 H 1.2119 2.6690 4.2896
6 H 1.1191 4.3413 3.6907
7 H 0.9254 1.1794 3.3409
8 H 0.8017 0.9504 1.7096
9 N 0.6058 -3.8708 -1.6069
10 C 1.2457 -4.9892 -1.8432
11 N 2.4663 -4.7836 -2.0794
12 O 0.7248 -6.1202 -1.7292
13 H -0.3999 -3.9601 -1.6337
14 H 1.0108 -3.0983 -2.1161
15 H 2.8825 -3.8637 -2.1050
16 H 2.8829 -5.6230 -2.4561
17 N 1.3138 1.5393 -1.0596
18 C 2.5501 1.8304 -1.2529
19 N 2.7257 3.1273 -1.4172
20 O 3.5230 1.0383 -1.1552
21 H 1.0654 0.5627 -1.1270
22 H 0.7537 2.3464 -0.8251
23 H 2.0050 3.8333 -1.4640
24 H 3.6194 3.5708 -1.5741
25 N -2.6103 1.1890 0.6946
26 C -3.7240 1.6884 0.9615
27 N -4.6848 0.8094 0.7935
28 O -3.9038 2.8334 1.2676
29 H -1.8116 1.6904 1.0561
30 H -2.5995 0.3362 0.1535
31 H -4.5472 -0.0551 0.2898
32 H -5.5681 1.2610 0.6042
33 O -1.9371 -2.6881 -1.1117
34 H -2.2723 -2.4625 -1.9794
35 H -2.6748 -3.1107 -0.6719
36 O -0.2479 -0.7735 0.3172
37 H 0.5625 -1.2505 0.4959
38 H -0.8021 -1.4051 -0.1412

The calculation puts the energy relative to the best compared isomer or geometry (same formula, charge and spin) at 3.433 eV. The molar mass is 276.25 g mol⁻¹. Its SMILES is NC(N)=O.NC(N)=O.NC(N)=O.NC(N)=O.O.O. The calculation puts the gap between HOMO and LUMO at 8.892 eV. The calculated total energy comes out at -28679.686 eV.

For reference, the Mulliken charges in units of e are:
1. N -0.4200
2. C 0.6414
3. N -0.2843
4. O -0.6124
5. H 0.1187
6. H 0.2425
7. H 0.2101
8. H 0.1452
9. N -0.3111
10. C 0.6257
11. N -0.3869
12. O -0.6978
13. H 0.1996
14. H 0.1906
15. H 0.2025
16. H 0.2371
17. N -0.2683
18. C 0.6876
19. N -0.3546
20. O -0.7420
21. H 0.1657
22. H 0.1857
23. H 0.1549
24. H 0.2052
25. N -0.1557
26. C 0.6334
27. N -0.4566
28. O -0.6618
29. H 0.0981
30. H 0.0780
31. H 0.1675
32. H 0.2473
33. O -0.6780
34. H 0.3046
35. H 0.2863
36. O -0.5619
37. H 0.3227
38. H 0.2408

# 5
Entry from the OMol25 dataset: a cluster of 6 separate species, C4H20NO6 in total (ωB97M-V/def2-TZVPD).

Element x y z (Å)
1 C -0.8251 -1.7195 -0.4592
2 N -1.3707 -0.3528 -0.2132
3 C -0.3125 0.5725 0.2108
4 O 0.4737 0.0714 1.2614
5 C -0.8923 -2.6254 0.7576
6 C 0.2686 -3.5926 0.9617
7 H 0.1933 -1.6182 -0.8345
8 H -1.3769 -2.0342 -1.3198
9 H -2.0275 -0.3677 0.5529
10 H -0.8409 1.4861 0.5420
11 H 0.4030 0.7958 -0.5845
12 H -0.8305 -1.9716 1.6245
13 H -1.8751 -3.1015 0.8216
14 H 0.5467 -4.2396 0.1434
15 H 0.0537 -4.1563 1.8707
16 H 1.1367 -3.0371 1.3167
17 H -2.3343 -0.0165 -2.0550
18 H -1.3696 0.4905 -3.0574
19 O -2.2809 0.1865 -3.0081
20 H 2.2395 2.5242 -0.1572
21 H 1.3404 3.6317 -0.8729
22 O 2.0104 2.9622 -1.0175
23 H 1.4829 1.2015 1.3690
24 H 2.8813 1.4828 2.0532
25 O 2.3558 1.7677 1.3050
26 H -0.1839 1.0909 3.8538
27 H -0.1745 0.0201 2.7564
28 O -0.6567 0.2952 3.5981
29 H 1.0053 0.7148 -2.7125
30 H 0.7446 2.1522 -2.5994
31 O 0.6972 1.4450 -3.2639

The calculation puts the energy relative to the best compared isomer or geometry (same formula, charge and spin) at 0.000 eV. The molar mass is 178.21 g mol⁻¹. The calculation puts the gap between HOMO and LUMO at 8.360 eV. The calculated total energy comes out at -18249.215 eV. The charge is -1.

For reference, the Mulliken charges in units of e are:
1. C -0.6646
2. N -0.2185
3. C -0.1496
4. O -0.9525
5. C 0.1046
6. C -1.4041
7. H 0.2619
8. H 0.4032
9. H 0.2400
10. H 0.2104
11. H -0.1987
12. H -0.0286
13. H 0.3732
14. H 0.3452
15. H 0.3966
16. H 0.3172
17. H 0.4201
18. H 0.3485
19. O -0.7287
20. H 0.3934
21. H 0.2933
22. O -0.6798
23. H 0.4685
24. H 0.2691
25. O -0.7857
26. H 0.2680
27. H 0.4353
28. O -0.7258
29. H 0.3179
30. H 0.3575
31. O -0.6872

# 6
Entry from the OMol25 dataset: a cluster of 7 separate species, C4H20O6 in total (ωB97M-V/def2-TZVPD).

Element x y z (Å)
1 C 3.1589 0.8980 -0.7769
2 C 1.8427 0.9330 -0.0750
3 C 0.7827 1.5208 -0.6723
4 C -0.5485 1.3412 0.0156
5 H 3.3666 1.6327 -1.5737
6 H 3.9899 0.9942 -0.1469
7 H 3.2188 -0.0788 -1.3649
8 H 1.6993 0.5715 0.9147
9 H 0.8403 2.2240 -1.5046
10 H -0.9863 2.2870 0.3074
11 H -0.5611 0.6909 0.9505
12 H -1.2700 0.9134 -0.9160
13 O -3.0219 2.1905 2.0369
14 H -2.4770 1.6180 2.4715
15 H -2.5371 2.2614 1.0571
16 O -1.0590 -1.5501 1.3792
17 H -0.3294 -1.6641 0.7971
18 H -1.6907 -1.2305 0.7773
19 O -1.5665 -0.8079 -1.9282
20 H -1.8636 -1.5945 -2.2584
21 H -0.9742 -0.3895 -2.4250
22 O 0.8925 -2.0994 -0.4260
23 H 1.3818 -1.3239 -0.7860
24 H 0.0910 -2.2624 -1.1194
25 O -0.5176 -0.3375 3.7716
26 H 0.4383 -0.3606 3.8276
27 H -0.9292 -0.7578 2.9990
28 O 0.8204 -1.0590 -3.1644
29 H 1.4448 -0.8869 -2.4685
30 H 1.3507 -1.4950 -3.8415

The calculation puts the energy relative to the best compared isomer or geometry (same formula, charge and spin) at 2.430 eV. The molar mass is 164.20 g mol⁻¹. Its SMILES is C/C=C/C.O.O.O.O.O.O. The calculation puts the gap between HOMO and LUMO at 9.528 eV. The calculated total energy comes out at -16754.819 eV.

For reference, the Mulliken charges in units of e are:
1. C -0.9554
2. C -0.6940
3. C 0.0453
4. C -0.3818
5. H 0.3279
6. H 0.3978
7. H 0.1460
8. H 0.4659
9. H 0.3450
10. H 0.4028
11. H -0.1182
12. H 0.2970
13. O -0.6394
14. H 0.3266
15. H 0.3334
16. O -0.6699
17. H 0.4725
18. H 0.2751
19. O -0.6127
20. H 0.2965
21. H 0.2309
22. O -0.7767
23. H 0.1760
24. H 0.3742
25. O -0.6546
26. H 0.2791
27. H 0.3426
28. O -0.5517
29. H 0.2577
30. H 0.2623

# 7
Entry from the OMol25 dataset: a structure of composition C4H21GaN8O4PS2 (ωB97M-V/def2-TZVPD).

Element x y z (Å)
1 S 3.8807 -0.3402 0.7709
2 P 2.8097 -0.5315 -0.9188
3 Ga 3.9922 -0.0502 -2.9468
4 S 2.5416 1.2254 -4.2391
5 H 2.2683 -1.8234 -0.9658
6 H 1.6767 0.2926 -0.8721
7 H 4.2085 -1.3624 -3.7998
8 H 5.3280 0.7020 -2.6041
9 H 2.3991 2.3533 -3.5518
10 C -1.5907 -0.1726 -4.5116
11 O -2.6696 -0.7417 -4.7087
12 N -1.3709 0.7080 -3.5035
13 N -0.5149 -0.3951 -5.3139
14 H -0.4645 1.1240 -3.3758
15 H -2.1221 0.9238 -2.8586
16 H -0.6119 -1.0471 -6.0667
17 H 0.3570 0.0817 -5.1535
18 C -4.6544 -0.1684 -1.8027
19 O -3.5679 0.3535 -1.5929
20 N -5.7032 -0.0290 -0.9229
21 N -4.8814 -0.9077 -2.9144
22 H -6.6002 -0.4477 -1.0698
23 H -5.5400 0.5122 -0.0960
24 H -4.1102 -0.9497 -3.5879
25 H -5.7612 -1.3420 -3.1144
26 C 1.1742 2.2403 3.2731
27 O 0.6372 3.1494 3.8890
28 N 2.4600 1.8441 3.4943
29 N 0.5313 1.5000 2.3181
30 H 2.8856 1.0897 2.9780
31 H 2.9912 2.3422 4.1813
32 H -0.4225 1.7283 2.1139
33 H 0.9889 0.7589 1.8127
34 C 0.8217 -1.7663 5.3764
35 O -0.0110 -2.2310 4.6228
36 N 1.2444 -0.4697 5.3181
37 N 1.4097 -2.5291 6.3641
38 H 1.9209 -0.0792 5.9436
39 H 0.8387 0.1188 4.6140
40 H 1.1279 -3.4876 6.4271
41 H 2.1033 -2.1766 6.9941

The molar mass is 410.09 g mol⁻¹. The calculation puts the gap between HOMO and LUMO at 7.442 eV. The calculated total energy comes out at -107942.340 eV. The charge is -1.

For reference, the Mulliken charges in units of e are:
1. S -0.5428
2. P 0.0711
3. Ga 0.3835
4. S -0.5374
5. H 0.0712
6. H -0.0223
7. H -0.2222
8. H -0.1877
9. H 0.0862
10. C 0.6435
11. O -0.8178
12. N -0.2155
13. N -0.2693
14. H 0.1398
15. H 0.2132
16. H 0.1885
17. H 0.0624
18. C 0.5661
19. O -0.7102
20. N -0.4038
21. N -0.2893
22. H 0.1474
23. H 0.2271
24. H 0.3365
25. H 0.1618
26. C 0.5380
27. O -0.6963
28. N -0.2652
29. N -0.2593
30. H 0.1175
31. H 0.1816
32. H 0.1708
33. H 0.1361
34. C 0.6199
35. O -0.6378
36. N -0.2697
37. N -0.3910
38. H 0.1546
39. H 0.1490
40. H 0.2146
41. H 0.1572